No. 1
Molecular formula: C14H19N3OS
Method: DFT, the ωB97M-V functional and the def2-TZVPD basis

ORCA input file:
```
! wB97M-V def2-TZVPD RIJCOSX def2/J DEFGRID3
* xyz 0 1
N 3.81 -1.72 6.17
C 3.79 -0.81 5.44
O 1.35 -1.85 -0.55
S 3.66 0.63 4.33
C 3.87 -0.71 1.91
C 1.63 -0.10 2.65
C 1.91 -1.25 0.58
C 3.00 -0.13 2.88
C 3.30 -1.30 0.78
C 1.05 -0.59 1.48
N -1.91 2.68 -1.30
N -0.86 0.76 0.60
C 4.19 -2.06 -0.15
C -2.35 3.91 -2.00
C -0.45 -0.50 1.28
C -2.71 2.38 -0.07
C -0.46 2.60 -1.12
C -2.34 0.95 0.41
C -0.07 1.20 -0.57
H 0.40 -1.85 -0.51
H 4.95 -0.68 1.93
H 1.03 0.35 3.40
H 3.67 -2.74 -0.81
H 4.90 -2.73 0.37
H 4.78 -1.37 -0.75
H -1.85 3.93 -3.02
H -3.43 3.86 -2.11
H -2.02 4.78 -1.46
H -0.79 -1.36 0.73
H -0.93 -0.54 2.27
H -2.42 3.10 0.73
H -3.78 2.42 -0.26
H -0.10 3.40 -0.48
H 0.05 2.69 -2.06
H -2.74 0.23 -0.32
H -2.86 0.80 1.38
H -0.15 0.46 -1.36
H 0.98 1.27 -0.28
*
```

Output
LUMO level   0.48 eV
F_max   2.3 eV/Å
ΔE to the lowest compared entry with this formula, charge and spin   71.9 kcal/mol
Frontier orbital gap   9.0 eV
Calculated total energy   -1182.51111 Eh


No. 2
Molecular formula: C14H19N4O4PRhS3
Method: DFT, the ωB97M-V functional and the def2-TZVPD basis

ORCA input file:
```
! wB97M-V def2-TZVPD RIJCOSX def2/J DEFGRID3
* xyz 0 2
Rh -0.85 0.36 -0.86
C 1.06 5.27 1.70
C -0.36 5.19 1.18
O -0.91 3.89 1.52
P -1.44 2.94 0.37
S -1.89 1.12 1.09
S -0.09 2.62 -1.07
O -2.73 3.73 -0.10
C -3.54 3.26 -1.20
C -4.86 2.73 -0.67
H 1.46 6.26 1.50
H 1.68 4.53 1.20
H 1.08 5.08 2.77
H -0.40 5.34 0.10
H -1.01 5.92 1.66
H -2.99 2.49 -1.75
H -3.69 4.11 -1.85
H -4.69 1.88 -0.01
H -5.48 2.41 -1.50
H -5.38 3.51 -0.12
N 4.44 -3.95 2.56
C 3.82 -3.34 1.48
C 3.59 -1.96 1.48
C 3.03 -1.35 0.39
C 2.67 -2.10 -0.72
C 2.89 -3.47 -0.74
C 3.46 -4.09 0.36
S 1.91 -1.31 -2.10
O 2.43 0.02 -2.20
O 1.96 -2.21 -3.22
N 0.36 -1.11 -1.61
C -0.51 -2.12 -1.32
N -0.35 -3.43 -1.48
C -1.39 -4.17 -1.10
C -2.56 -3.66 -0.57
C -2.63 -2.28 -0.42
N -1.61 -1.53 -0.79
H 4.37 -3.46 3.44
H 4.29 -4.94 2.65
H 3.88 -1.37 2.35
H 2.86 -0.28 0.38
H 2.60 -4.04 -1.61
H 3.64 -5.16 0.35
H -1.26 -5.24 -1.22
H -3.38 -4.30 -0.28
H -3.49 -1.78 0.01
*
```

Output
LUMO level (spin up / spin down)   -0.03 / -0.70 eV
F_max   0.8 eV/Å
Expectation value of S²   0.76
ΔE to the lowest compared entry with this formula, charge and spin   0.0 kcal/mol
Frontier orbital gap (spin up / spin down)   8.1 / 7.5 eV
Calculated total energy   -2711.45098 Eh


No. 3
Molecular formula: C14H19N5O
Method: DFT, the ωB97M-V functional and the def2-TZVPD basis

ORCA input file:
```
! wB97M-V def2-TZVPD RIJCOSX def2/J DEFGRID3
* xyz 0 1
N 0.87 2.73 3.06
O -1.24 3.54 3.21
C 0.07 3.62 3.55
C -2.32 2.04 1.41
C -2.03 1.08 0.49
C 0.27 1.12 1.21
C -0.06 2.15 2.16
C -1.34 2.61 2.22
C -0.77 0.66 0.32
N 0.68 4.43 4.47
N -1.44 -2.47 0.49
N 0.54 -3.73 -0.11
N 1.31 -3.39 -1.26
C 0.07 -2.39 0.33
C 0.68 -0.02 -3.32
C 0.29 0.72 -2.00
C 1.40 -1.34 -3.01
C -0.35 -0.20 -1.00
C 0.69 -2.20 -1.89
C 0.56 -1.41 -0.75
H -3.32 2.34 1.43
H -2.73 0.69 -0.19
H 1.41 0.83 1.12
H 1.54 4.08 4.74
H 0.09 4.87 5.13
H -1.86 -2.67 -0.36
H -1.46 -3.25 1.09
H 1.14 -4.17 0.58
H 1.27 -4.15 -1.99
H 0.54 -2.18 1.30
H -0.30 -0.18 -3.84
H 1.26 0.68 -3.95
H 1.14 1.17 -1.48
H -0.51 1.45 -2.28
H 1.52 -1.84 -3.90
H 2.43 -1.17 -2.65
H -1.36 -0.53 -1.46
H -0.22 -2.51 -2.40
H 1.55 -1.00 -0.46
*
```

Output
LUMO level   0.86 eV
F_max   5.9 eV/Å
ΔE to the lowest compared entry with this formula, charge and spin   50.8 kcal/mol
Frontier orbital gap   8.7 eV
Calculated total energy   -893.80173 Eh


No. 4
Molecular formula: C14H19N7O2
Method: DFT, the ωB97M-V functional and the def2-TZVPD basis

ORCA input file:
```
! wB97M-V def2-TZVPD RIJCOSX def2/J DEFGRID3
* xyz 0 1
O 1.14 -0.33 -4.24
O -2.68 -2.71 1.62
N 3.93 3.94 -5.08
N 0.13 -0.64 6.20
C 0.81 0.19 -3.12
C -1.86 -1.96 2.06
C 3.51 4.14 -3.87
C -0.86 -1.20 5.50
C 0.32 -0.65 -0.80
C -0.64 -1.41 -0.01
C -1.51 -1.87 -0.99
C 0.01 -0.61 -2.14
C 2.60 3.34 -3.13
C 2.28 2.08 -3.50
N 3.98 5.28 -3.30
N -0.80 -1.52 1.32
N 1.38 1.36 -2.68
N -1.08 -1.51 -2.21
N -0.69 -0.99 4.20
C -1.87 -1.70 -3.41
C -2.06 -1.95 5.81
C -1.96 -1.27 3.42
C -2.80 -2.15 4.47
H 3.58 3.15 -5.65
H 0.99 -0.32 5.70
H 1.25 -0.22 -0.36
H -2.32 -2.54 -0.78
H 2.21 3.68 -2.29
H 2.82 1.61 -4.36
H 4.61 5.83 -3.88
H 4.18 5.27 -2.28
H -0.04 -1.06 1.89
H 1.24 1.66 -1.72
H -0.09 -0.21 3.89
H -2.23 -0.74 -3.76
H -2.61 -2.36 -3.13
H -1.31 -2.11 -4.23
H -2.66 -1.36 6.57
H -1.91 -2.85 6.31
H -2.39 -0.27 3.14
H -3.79 -1.84 4.61
H -2.80 -3.20 4.21
*
```

Output
LUMO level   0.08 eV
F_max   7.7 eV/Å
ΔE to the lowest compared entry with this formula, charge and spin   5.7 kcal/mol
Frontier orbital gap   8.2 eV
Calculated total energy   -1078.57502 Eh